Record 1
This record from OMol25 describes C51H57N2NaO3PS3Sb as an isolated structure in a non-equilibrium geometry. The level of theory is the ωB97M-V functional and the def2-TZVPD basis.

Summary:
Total charge = -2
LUMO level (spin up / spin down) = 3.58 / 3.58 eV
M = 1017.95 g/mol
E = -115681.134 eV

```
119
Properties=species:S:1:pos:R:3:forces:R:3
H -6.487363 -0.151292 -0.045061 0.01 -0.01 0.00
H -0.350547 2.630939 -0.643871 -0.06 0.22 -0.05
H -0.294780 -4.520490 -2.316506 -0.02 -0.01 0.01
C -1.799393 -2.806564 -4.110981 -0.04 -0.01 -0.04
H 0.521997 -1.460219 7.033353 0.00 0.00 0.01
H -3.676175 -2.869063 0.694213 -0.01 0.02 0.01
C -0.927416 1.405835 5.759982 0.00 -0.02 0.02
H -2.813187 -0.806632 -0.040316 0.01 0.01 0.08
H -3.649395 -7.021095 -0.317787 0.00 0.00 -0.01
C -3.798757 -4.926884 0.140525 0.02 0.00 0.00
H 5.297211 0.304935 -2.909330 0.00 0.01 0.01
H 1.183176 -0.288608 -3.861530 0.00 0.01 0.01
C 4.270631 0.113445 -2.612467 -0.03 0.00 -0.03
C -2.381526 -0.976421 -1.028389 0.11 -0.10 -0.22
H -0.576816 2.372042 5.390244 0.00 0.00 -0.01
C -5.977480 0.730387 0.336711 0.05 0.01 0.01
S -2.371494 1.862019 2.150536 0.10 -0.03 0.09
H -1.004452 -0.689946 7.515730 0.00 0.00 0.00
H 1.644804 3.769578 -2.494670 0.00 0.00 -0.01
H -2.850745 -5.048013 6.190890 0.01 0.00 0.01
C -3.154654 -6.155948 0.107981 0.00 0.00 0.01
H -1.510760 0.940103 4.967279 0.00 0.00 0.00
C -2.255013 4.244893 -1.546293 0.24 0.23 -0.25
C -2.993445 -1.625974 4.432543 0.00 0.03 -0.02
H 0.552816 4.806406 -3.428287 0.00 -0.01 0.00
H 2.739498 -3.904010 5.346763 0.00 0.00 0.00
C -3.796970 -1.864036 5.543395 0.03 0.00 -0.01
C 0.812474 -3.065704 2.681623 0.03 -0.01 0.00
H -5.586538 2.059488 -1.349952 0.03 0.03 0.03
C -1.232392 -5.153721 1.158618 0.03 0.02 -0.02
H -2.835947 -2.465632 -4.291812 -0.01 -0.01 0.03
C 2.442302 -3.789165 4.310469 -0.01 0.01 -0.02
C 0.245821 0.531991 6.214333 -0.02 -0.01 -0.04
H -3.643961 5.842468 -1.405964 -0.01 0.01 -0.01
H -4.453493 -1.084571 5.912541 0.00 0.01 -0.01
H 1.632652 0.582051 7.909398 0.01 0.01 -0.01
C -0.297673 -0.823773 6.689778 0.03 -0.01 0.01
C 2.587674 0.038479 5.376604 0.04 -0.08 -0.03
N -4.054734 2.078197 0.080682 0.19 -0.34 -0.01
H 4.280536 -4.574924 3.527201 0.01 0.00 0.00
N 1.436818 -0.094450 1.386488 0.31 -0.20 -0.12
C 1.246528 0.289474 5.077155 -0.05 0.00 -0.02
C 3.504968 -0.246691 4.361938 -0.03 0.00 0.03
C -3.698987 1.510938 1.243258 -0.12 0.17 -0.23
H -0.196694 0.480588 3.477104 -0.01 0.00 -0.01
C 0.613119 4.127822 -2.569276 -0.09 0.06 -0.05
H -3.027880 -0.651490 3.952177 -0.01 -0.01 0.00
C 3.307345 -4.160354 3.290441 -0.02 0.00 0.00
C 3.081989 -0.284009 3.054695 0.02 0.00 0.01
H -1.446126 -4.622520 4.215935 0.00 0.00 -0.01
C 1.200854 -3.244017 4.006860 -0.01 -0.04 -0.03
H -0.815437 -1.343275 5.883050 0.01 0.03 0.03
H -1.353759 -7.218329 0.589028 0.00 0.00 0.00
H 3.620349 -4.216349 1.164990 0.00 0.01 0.00
Na -0.136200 0.293794 -0.130696 0.22 1.36 0.46
H 4.805097 -0.110445 -0.585603 0.00 0.02 0.00
H -5.192106 4.910613 -3.143703 -0.01 0.01 0.01
H -2.931215 -1.752938 -1.559292 -0.04 0.00 0.04
H 0.388703 4.696959 -1.668919 0.02 -0.01 0.03
C -1.866216 -3.914964 1.198960 -0.01 0.01 0.04
H -1.692544 -3.775120 -4.631939 0.02 -0.01 0.01
C 0.689030 -4.286281 -1.915871 0.02 0.05 0.00
S 4.007053 -0.579520 1.616220 -0.03 0.04 -0.03
C -3.157393 -3.821643 0.680168 0.01 0.00 0.02
C -2.099523 -3.839437 4.586138 0.00 0.03 0.00
C 1.699172 -3.414288 1.661479 -0.03 0.03 0.01
C 2.935697 -3.967279 1.966835 0.01 -0.01 0.01
C -1.832271 3.008794 -2.183366 -0.20 0.09 0.11
H -0.225050 -5.260097 1.545356 -0.01 0.01 0.01
H -1.141140 -2.087535 -4.633803 0.01 0.02 0.01
H -3.338957 2.605331 -0.421357 -0.09 0.12 0.08
C -4.291758 4.381657 -2.858668 0.03 -0.05 0.03
H 0.889386 2.226327 -4.361188 0.00 -0.03 0.02
C -3.743983 -3.093557 6.181159 0.02 -0.01 -0.01
H -4.797450 -4.825217 -0.268323 0.00 0.00 0.00
H 1.418516 2.142062 7.103713 -0.01 0.00 0.00
H -2.411117 -0.038707 -1.594062 0.03 0.02 0.02
H -0.574886 1.282500 -4.103221 0.01 0.02 0.01
C 2.524750 -0.389177 0.617397 0.04 0.06 0.09
C -3.406301 4.906548 -1.902661 -0.13 -0.10 0.07
C 0.826979 0.253135 3.746028 0.04 0.09 0.06
C -0.291684 2.925134 -2.723943 0.15 -0.19 0.11
C 3.983468 -0.138700 -1.289881 -0.07 -0.06 -0.04
C -1.869455 -6.264921 0.617424 0.00 0.01 -0.01
C -0.169347 2.293061 -4.094960 -0.08 0.02 -0.02
C -3.996319 3.106357 -3.390659 -0.01 0.05 0.09
H -1.602839 1.581595 6.602789 0.00 0.00 0.00
H -4.710614 2.630054 -4.057100 0.01 0.00 -0.01
C -5.058103 1.365728 -0.698438 -0.06 0.03 0.10
C 1.959394 -0.192288 -3.105446 -0.07 0.06 0.00
H 0.852504 -4.857553 -0.996996 0.01 -0.01 -0.01
P -0.090333 -1.653086 -2.218100 -0.11 -0.66 -0.22
H 1.441532 -3.223466 0.623257 0.00 -0.01 0.00
C 1.592587 -0.490348 -1.797270 0.33 -0.27 0.05
O -1.030432 -1.393134 -0.831878 -0.44 -0.67 -0.43
H -2.698829 1.423745 -3.418133 0.01 0.02 -0.03
C -2.132992 -2.604279 3.937703 0.01 0.02 -0.01
H -1.603674 4.682749 -0.799459 -0.01 -0.02 0.04
H -6.709322 1.447654 0.708967 -0.03 -0.01 -0.03
H -4.573875 0.610019 -1.322024 -0.04 -0.04 -0.01
C -2.864515 2.425226 -3.038294 0.09 -0.02 -0.13
C 2.655963 -0.364622 -0.809965 0.01 0.03 0.06
H 3.427457 0.364896 -4.588252 0.00 -0.01 -0.01
Sb -1.030816 -2.136837 2.117164 -0.23 -0.30 0.16
C -2.891348 -4.082164 5.699707 -0.01 0.01 0.00
H 0.543535 -2.940274 4.813080 0.00 -0.01 0.00
C 1.733705 -0.030978 2.705414 -0.03 -0.09 0.00
S -4.865132 0.273284 1.699171 -0.09 -0.02 0.06
O 0.811060 -2.915418 -1.596050 -0.05 0.15 0.08
H -0.680188 2.892407 -4.857766 0.03 0.01 -0.01
H 1.466902 -4.561849 -2.637659 -0.01 -0.01 -0.02
H 4.544440 -0.435342 4.607087 0.00 -0.01 0.01
O -1.503095 -2.899678 -2.767215 0.14 0.08 0.01
C -0.704017 2.136223 -1.565935 -0.17 0.13 -0.03
H 0.142021 1.488465 8.146552 0.01 0.00 0.01
C 0.907912 1.226958 7.410720 -0.02 0.04 0.00
C 3.240448 0.139682 -3.544052 0.02 0.02 0.03
H -4.364337 -3.285606 7.049062 0.00 0.00 0.01
H 2.937989 0.057485 6.399580 0.00 0.00 0.00
```
Forces are in eV/Å.

Results of the Mulliken charge analysis, in e, for atoms 1 through 6: H 0.43; H 0.36; H 0.27; C -1.02; H 0.28; H 0.27

Record 2
This record from OMol25 describes C51H62BrCrGeN5OSe as an isolated structure in a non-equilibrium geometry. The level of theory is the ωB97M-V functional and the def2-TZVPD basis.

Summary:
2S+1 = 5
Total charge = 0
LUMO level (spin up / spin down) = -0.24 / -0.32 eV
M = 1044.56 g/mol
E = -283719.416 eV

```
123
Properties=species:S:1:pos:R:3:forces:R:3
H 2.671663 -4.140016 1.984180 0.01 -0.03 -0.02
H -2.722065 -1.509676 -2.090077 -0.05 -0.07 -0.03
H 5.515468 -1.556591 4.753337 -0.07 0.10 -0.13
H -2.724975 -2.700054 0.884012 0.03 0.09 0.04
Se 2.774263 -1.767091 1.073803 -0.08 0.04 -0.09
H 5.407864 -0.019860 3.864950 -0.06 -0.15 0.03
H 3.057010 -1.915169 -3.000682 -0.08 -0.10 -0.01
H -1.080995 1.054518 4.149462 0.02 -0.01 0.00
C -1.491652 -4.896898 -2.908882 -0.03 -0.04 -0.03
H -0.424314 4.749228 -4.277277 0.04 0.07 0.08
O 0.153837 1.755992 -0.946710 0.32 0.58 -0.36
C -3.001801 -4.778035 1.271565 0.04 -0.03 0.07
H 6.684594 -4.147872 3.149294 -0.11 0.01 -0.09
N -1.554216 0.155062 -2.129082 -0.07 0.54 -0.23
C -0.913653 -2.906118 -1.042495 0.20 0.14 0.33
H -3.634682 3.775624 1.591325 0.18 -0.05 0.01
H -1.034435 -0.500613 6.026891 0.00 -0.05 -0.13
C 7.619105 -1.282388 1.830805 0.32 0.07 -0.03
H 1.017441 -1.233442 -1.893887 0.06 0.34 0.46
Ge 5.834462 -1.933750 2.251176 -0.05 0.03 0.03
H -2.847904 0.181690 1.170555 0.19 -0.28 -0.07
H -0.482398 -1.029080 -4.041952 0.22 -0.04 -0.03
C -3.506787 6.376289 -2.599346 0.03 -0.14 -0.10
H -3.478058 1.733740 -0.745053 -0.02 -0.01 0.01
H -2.035287 7.111409 -6.089750 -0.09 0.01 0.10
C -2.011604 -3.766396 -0.836182 -0.17 0.13 0.05
N -0.618918 -1.940156 0.009673 -0.11 -0.68 -1.01
C -0.593436 -0.420718 2.638805 0.08 0.06 -0.25
H 7.599502 -0.201074 1.654727 0.03 -0.18 0.02
H -3.487063 1.193252 -5.331354 0.03 0.00 0.11
C 4.668559 -1.453862 0.757955 -0.06 0.04 -0.22
H -5.105533 -3.145931 0.629750 0.07 -0.03 -0.07
C -3.305072 1.146828 1.352646 -0.17 0.29 0.02
C -0.164332 -2.977094 -2.234866 -0.06 0.10 -0.04
C -2.569526 7.937421 -4.172779 0.11 0.00 -0.22
H -2.265783 8.946577 -4.420974 -0.02 -0.07 -0.01
H 8.309296 -1.485004 2.658128 -0.09 0.05 -0.16
C -2.790244 5.613016 -4.775731 0.11 -0.36 -0.08
H 1.951018 -4.046237 0.356668 0.05 0.01 0.02
H 4.035846 -1.151400 3.846541 0.14 0.02 0.04
H 2.576273 -3.197424 -1.891483 0.05 -0.11 0.22
C -0.420755 -1.835541 2.445390 0.11 0.18 0.06
C -0.475599 -3.985625 -3.143735 0.05 -0.10 -0.08
C 0.004312 3.378723 -2.679067 -0.08 0.40 -0.38
H -4.995320 0.227046 2.369968 0.10 0.13 0.02
C -0.678436 3.795511 -3.834049 0.36 0.09 -0.01
C -3.347114 5.356124 -3.522851 -0.16 -0.11 -0.04
H 4.945783 -1.956610 -0.170437 0.03 0.05 0.00
C -0.323028 4.145998 2.103382 0.03 0.04 0.06
C -0.320232 2.181080 -2.078993 -0.35 -0.60 0.20
C -3.255771 -0.233543 -3.757871 -0.12 -0.42 0.12
C -1.649545 4.498869 1.923787 -0.01 0.04 0.01
C -0.848785 -0.873631 5.022383 0.04 -0.11 0.01
C -3.002920 -3.580848 0.314418 -0.05 -0.24 -0.12
C -1.648966 3.038804 -4.444149 -0.46 0.28 -0.24
H 4.741224 -0.378333 0.579384 0.00 -0.01 -0.01
C 2.290626 -2.669926 -2.793617 0.01 0.13 -0.14
H 3.519600 2.650502 1.264661 -0.17 0.00 -0.03
H -3.939261 6.171247 -1.629281 0.01 0.01 -0.02
C -2.440290 6.909955 -5.102290 0.24 0.19 -0.19
H -4.804622 -4.213142 -0.749033 0.02 0.09 0.05
C -1.945580 1.761119 -3.920223 -0.30 -0.15 0.11
H 1.985028 0.523315 2.703498 -0.06 -0.07 -0.02
H 0.407978 4.924617 2.307511 -0.07 -0.08 -0.03
C -2.206961 2.168649 1.621068 0.20 0.00 -0.04
H 4.936590 -4.242863 2.857299 0.15 0.01 -0.05
H 6.075993 -4.355947 1.496153 -0.01 0.01 0.11
C 0.114734 2.822938 2.056801 0.17 -0.10 0.03
H 2.198786 3.425452 0.354260 0.02 -0.09 0.05
C -0.376975 -2.703080 3.566581 0.03 -0.09 -0.23
C -0.843117 1.822611 1.772198 0.01 -0.27 0.48
C 0.573886 -1.303922 -3.981663 -0.08 0.02 -0.04
C -0.569249 -2.249356 4.834859 -0.06 0.15 0.32
H 0.755985 4.008106 -2.218955 -0.05 0.01 -0.05
H -1.990384 -5.030404 1.607945 -0.14 0.02 -0.05
C -2.520581 -0.582673 -2.608657 -0.33 -0.31 -0.10
H -0.211410 -3.766466 3.389998 -0.02 0.19 -0.01
H -4.038325 -0.897123 -4.104794 0.06 0.01 0.04
C -3.094917 7.659813 -2.928105 -0.03 -0.08 0.10
H -1.950435 5.540967 1.969307 0.03 -0.10 0.01
H 1.458819 1.420660 4.131735 0.03 0.00 -0.03
H -4.741999 1.935652 2.786915 0.07 -0.14 -0.02
C 2.777949 -3.718707 0.987348 -0.02 0.02 -0.03
H -0.534797 -2.928004 5.680284 -0.02 0.10 -0.09
Br -3.260341 9.044083 -1.649396 -0.02 0.03 0.02
C 5.883612 -3.869648 2.456766 0.00 -0.22 0.10
H -3.668661 0.688293 3.452659 -0.05 0.03 -0.05
N -2.737414 4.606334 -5.830734 -0.37 -0.02 0.53
H -3.602464 -4.552819 2.157390 0.01 -0.05 -0.08
H -3.428596 -5.664595 0.788514 0.09 0.10 0.06
C 2.054746 1.477895 3.219027 -0.07 0.20 0.05
C -4.427950 -3.339975 -0.207659 0.04 -0.02 -0.02
C -0.411310 -2.468397 1.172809 -0.12 -0.14 0.44
H -1.693886 -5.689062 -3.625437 0.02 0.13 0.11
H -0.318672 -3.553499 1.202893 0.00 -0.09 0.07
H -4.474356 -2.480644 -0.882585 0.02 -0.04 0.05
C 5.128047 -1.078911 3.846541 -0.02 0.10 0.25
N -2.368051 3.436833 -5.632989 0.66 0.26 0.23
H -4.798616 0.695928 -0.168473 0.08 0.12 0.06
H -4.743906 2.406490 0.292247 0.09 -0.16 -0.04
C 1.626430 2.644719 2.319226 -0.18 -0.44 -0.26
C 0.923779 -1.994328 -2.651152 -0.08 -0.35 -0.29
C -2.267754 -4.766818 -1.769649 -0.01 -0.06 -0.02
C -1.291277 1.347593 -2.749695 0.28 0.16 0.20
H 3.103205 1.619909 3.509658 -0.14 -0.01 -0.04
H 2.264481 1.670528 0.482728 -0.05 -0.08 -0.08
H -3.094387 -5.452917 -1.603020 0.08 0.11 -0.02
H 8.005240 -1.776515 0.931541 -0.04 0.11 0.15
C 2.449270 2.596783 1.021795 0.02 0.16 0.14
H 2.281193 -3.382461 -3.626770 0.02 0.08 0.13
H 1.913291 3.554367 2.845788 0.01 0.12 0.03
C -2.585612 3.506994 1.703753 -0.05 0.00 -0.02
C -4.231592 0.990237 2.565805 0.00 -0.03 0.01
H 3.718994 -4.050027 0.548491 -0.10 0.02 0.00
Cr -0.466067 0.030949 -0.323731 -0.16 -0.18 -0.50
C -2.960180 0.911578 -4.425679 0.13 0.29 -0.23
H 1.171646 -0.395395 -4.107036 -0.03 -0.11 0.01
H -3.672606 4.352115 -3.277103 0.04 0.04 0.04
C -4.126775 1.518296 0.108196 -0.03 -0.03 0.01
H 0.103858 -4.062909 -4.062564 -0.11 0.03 0.18
C -0.877517 0.005676 3.975728 0.06 -0.08 -0.13
H 0.793505 -1.965605 -4.825682 -0.03 0.06 0.07
N -0.468957 0.427531 1.601120 -0.12 0.57 0.94
```
Forces are in eV/Å.

Results of the Mulliken charge analysis, in e, for atoms 1 through 6: H 0.40; H -0.07; H 0.44; H -0.61; Se -0.02; H 0.32